No. 1
Molecular formula: C32H28N7O4SSr
Method: DFT, ωB97M-V/def2-TZVPD

XYZ file:
```
73
Properties=species:S:1:pos:R:3:mulliken_charge:R:1
Sr 0.55301 -0.53009 0.24600 1.92
O 3.10294 0.38204 0.57446 0.52
C 3.80286 1.26992 1.48094 0.55
C 5.16914 1.34395 1.38405 -0.06
C 5.89127 2.17917 2.23242 -0.92
C 5.15594 2.93732 3.17132 -0.45
C 3.80034 2.81567 3.27902 -1.34
C 3.00595 1.92439 2.47327 0.93
C 1.63988 1.77043 2.77865 -1.41
N 0.82513 0.89463 2.21074 0.36
N -0.51100 0.96791 2.66081 -0.63
C -1.19649 -0.12185 2.44418 0.15
O -0.77960 -1.24875 1.92983 -1.04
C -2.65310 -0.05429 2.80675 0.41
C -3.40373 -1.22556 2.78812 -0.27
C -4.76127 -1.20591 3.08959 -0.64
C -5.38762 -0.00887 3.40513 -0.37
C -4.64307 1.16710 3.42000 -0.63
C -3.28919 1.14546 3.12434 -0.28
H 5.68329 0.76402 0.62853 0.36
H 6.96685 2.24968 2.15432 0.37
H 5.67474 3.62540 3.82959 0.37
H 3.27134 3.39591 4.02766 0.32
H 1.24139 2.41033 3.56524 0.18
H -2.89852 -2.14599 2.52514 0.37
H -5.32839 -2.12969 3.07333 0.38
H -6.44632 0.01262 3.63441 0.39
H -5.12314 2.10956 3.65569 0.37
H -2.70109 2.05348 3.12510 0.41
N -0.39340 -3.95443 -1.37205 -0.06
C -1.54209 -3.14627 -1.18499 0.44
C -2.77039 -3.78589 -1.38388 -0.87
C -3.91495 -3.02656 -1.28516 -0.47
C -3.82406 -1.68058 -0.96902 -1.04
C -2.57015 -1.14459 -0.75930 -0.46
N -1.44240 -1.86538 -0.89732 0.67
C 0.89205 -3.96134 -0.84649 0.54
C 1.68928 -5.08777 -1.15334 -0.92
C 2.95983 -5.14440 -0.64704 -0.31
C 3.44538 -4.10928 0.15049 -1.02
C 2.60240 -3.04852 0.38262 -0.33
N 1.35266 -2.97246 -0.10647 0.18
H -0.62754 -4.82695 -1.81126 0.16
H -2.81166 -4.84589 -1.59796 0.38
H -4.88044 -3.49290 -1.44021 0.39
H -4.69541 -1.05139 -0.85884 0.49
H -2.44294 -0.10028 -0.50032 0.48
H 1.29579 -5.88131 -1.77559 0.37
H 3.58388 -6.00161 -0.87240 0.38
H 4.43847 -4.11812 0.57445 0.46
H 2.93297 -2.21078 0.98962 0.52
C 4.07477 1.34975 -2.69726 -0.75
O 4.11204 1.19374 -1.26276 -0.31
C 3.23683 0.36366 -0.74944 0.65
O 2.52758 -0.40139 -1.38678 -0.62
H 4.80413 0.67298 -3.13678 0.29
H 4.35238 2.38278 -2.87818 0.27
H 3.08077 1.13943 -3.07874 0.30
N -2.74414 3.52165 -5.10510 -0.48
C -2.55672 3.99765 -3.79475 0.23
S -3.14511 5.53436 -3.40350 -0.51
C -1.84329 3.13830 -2.92163 0.75
C -1.26076 1.90606 -3.35436 -1.26
C -0.62249 1.09665 -2.45206 -0.74
N -0.48513 1.36080 -1.13676 0.50
C -1.01195 2.54463 -0.71881 -0.80
C -1.66465 3.42403 -1.53538 -0.93
H -3.42024 4.09187 -5.59048 0.25
H -2.96099 2.53617 -5.16870 0.17
H -1.26662 1.60262 -4.39265 0.32
H -0.18981 0.15850 -2.79899 0.45
H -0.89216 2.75056 0.34034 0.53
H -2.06324 4.34392 -1.13138 0.40
```

**Frontier orbital gap (alpha / beta)**: 4.3 / 3.8 eV
**Total charge**: -1
**Relative energy (zero: lowest compared OMol25 entry of this formula, charge and spin)**: 190.6 kJ/mol
**DFT total energy**: -63933.6232 eV



No. 2
Molecular formula: C32H29Br2IN4O4Y
Method: DFT, ωB97M-V/def2-TZVPD

XYZ file:
```
73
Properties=species:S:1:pos:R:3:mulliken_charge:R:1
Y -0.12295 0.09144 0.30705 0.91
C -1.40772 -4.34111 1.26436 -0.98
C 0.01904 -4.05188 1.62408 0.53
N 0.80992 -5.05766 1.92586 -0.67
C 2.09036 -4.79971 2.26290 -0.96
C 2.61726 -3.53750 2.35004 0.91
C 4.05858 -3.36764 2.75604 -1.06
O 4.22251 -2.65620 3.98255 -0.52
C 1.77910 -2.44405 2.03148 0.25
C 2.29482 -1.08629 2.20808 -0.67
N 1.69987 -0.00176 1.86657 0.41
C 2.36293 1.23172 2.12278 0.22
C 3.73093 1.40321 1.94632 -0.15
C 4.32096 2.63258 2.18908 -0.88
C 3.55442 3.71579 2.59653 -0.58
C 2.18302 3.57305 2.75190 -0.73
C 1.61112 2.33563 2.50903 0.21
I -0.45785 2.13047 2.70681 0.15
C 0.47333 -2.70598 1.62973 0.03
O -0.35988 -1.74287 1.26903 -0.36
H -1.62175 -5.38747 1.46803 0.41
H -2.09452 -3.70862 1.82947 0.30
H -1.59325 -4.14707 0.20673 0.09
H 2.70895 -5.66145 2.48735 0.36
H 4.52807 -4.35205 2.80671 0.40
H 4.61051 -2.79106 2.01273 0.38
H 3.85812 -3.19032 4.69638 0.34
H 3.24775 -1.00971 2.72781 0.99
H 4.32546 0.57700 1.57770 0.59
H 5.38659 2.74905 2.04337 0.41
H 4.01629 4.67697 2.77852 0.42
H 1.57434 4.41349 3.05620 0.42
C -2.46407 3.28024 -0.26049 -1.39
C -1.44698 3.09904 -1.34961 0.80
C -1.54623 3.90779 -2.50452 -1.11
C -0.64514 3.77149 -3.51154 -0.98
C 0.40151 2.82920 -3.39753 0.63
C 1.38797 2.61174 -4.39388 -0.09
Br 1.36211 3.59381 -6.00213 -0.20
C 2.36643 1.68786 -4.20183 -0.36
C 2.41482 0.94510 -3.00310 0.06
Br 3.79737 -0.31123 -2.79854 -0.16
C 1.49711 1.11827 -1.99675 -0.34
O 1.53271 0.45604 -0.85460 -0.23
C 0.45207 2.07324 -2.21250 0.63
N -0.49044 2.20278 -1.20933 0.33
H -3.40743 3.64137 -0.66826 0.44
H -2.10602 4.02088 0.45723 0.31
H -2.65034 2.35548 0.27981 0.07
H -2.35231 4.62562 -2.57764 0.50
H -0.71796 4.37692 -4.40517 0.39
H 3.11666 1.52026 -4.96165 0.45
O -0.40475 -1.38259 -1.69103 -0.35
C -1.59597 -2.14596 -1.96750 -0.53
C -2.57232 -1.36814 -2.82441 -0.97
C -2.88586 0.03221 -2.27865 0.05
C -3.46622 -0.00511 -0.89211 0.27
C -4.84194 -0.01085 -0.69809 -0.72
C -5.35839 -0.12075 0.57976 -0.61
C -4.48460 -0.25198 1.64862 -1.13
C -3.13190 -0.24767 1.38312 -0.47
N -2.62021 -0.10200 0.15070 0.99
H 0.17249 -1.34742 -2.46104 0.23
H -2.01340 -2.37868 -0.99105 0.15
H -1.31306 -3.08861 -2.43632 0.51
H -3.48835 -1.96134 -2.90462 0.41
H -2.18109 -1.26398 -3.83962 0.43
H -3.58759 0.52882 -2.94945 0.67
H -1.97672 0.63001 -2.27924 -0.91
H -5.49466 0.06987 -1.55752 0.55
H -6.42881 -0.11692 0.74052 0.46
H -4.83817 -0.36887 2.66305 0.50
H -2.41669 -0.39590 2.18575 0.53
```

**Frontier orbital gap**: 7.6 eV
**Total charge**: +1
**Relative energy (zero: lowest compared OMol25 entry of this formula, charge and spin)**: 0.0 kJ/mol
**DFT total energy**: -197034.8027 eV



No. 3
Molecular formula: C32H29BrCl36F7N4O8
Method: DFT, ωB97M-V/def2-TZVPD

XYZ file:
```
117
Properties=species:S:1:pos:R:3:mulliken_charge:R:1
C -0.00565 5.78633 0.73480 -1.14
C -0.29331 5.13308 -0.60789 0.65
O -1.43670 5.08018 -0.99558 -0.32
O 0.73517 4.61356 -1.32747 -0.33
C 0.37208 3.39162 -1.98956 0.80
C 1.64867 2.54479 -2.11411 -1.03
C 1.44781 1.39430 -3.13223 -0.22
C 0.35411 0.43788 -2.55163 1.06
C 0.74827 -1.05251 -2.58499 -0.36
C -0.01923 -1.90007 -1.51792 -1.26
C 0.54546 -1.54518 -0.13624 0.26
C -0.14663 -0.71788 0.77940 1.00
C -1.53598 -0.14575 0.51325 -0.75
O -2.28605 -0.16692 1.46738 -0.53
O -1.82770 0.28938 -0.69588 0.37
C -3.12938 0.92959 -0.82351 0.46
C -4.30257 -0.03766 -1.20692 0.07
N -4.74704 -0.91094 -0.13534 -0.64
N -4.01879 -0.85500 -2.36799 -0.42
N -5.44252 0.84113 -1.55109 -0.44
C 0.45647 -0.40640 1.98719 0.55
C -0.16770 0.53034 3.04752 -1.35
O 0.04990 1.70358 2.90335 -0.52
C -0.94773 -0.04481 4.25584 1.27
F -0.29036 0.34908 5.36626 -0.24
F -0.87302 -1.39354 4.24711 -0.23
C -2.44726 0.38800 4.44231 0.96
F -2.70982 0.30019 5.78013 -0.39
F -3.30332 -0.47654 3.87489 -0.31
C -2.80656 1.84553 4.06471 1.01
F -1.96068 2.66867 4.71234 -0.28
F -2.78889 2.09251 2.74217 -0.04
C -4.27207 2.26196 4.54390 -0.36
O -4.54975 3.41527 4.47292 -0.38
O -5.17103 1.33151 4.96935 -0.44
C 1.69461 -0.92230 2.25959 0.08
Br 2.57323 -0.47785 3.88200 0.03
N 2.29901 -1.71801 1.38638 0.69
F 3.50981 -2.16552 1.73910 -0.22
C 1.78455 -2.07097 0.19248 0.66
C 2.62580 -3.00225 -0.62830 -0.56
C 2.13491 -4.46379 -0.49427 -0.37
O 2.38432 -4.95950 0.80892 -0.22
H 1.00022 5.54050 1.09939 0.35
H -0.11136 6.87518 0.65731 0.22
H -0.72064 5.44943 1.49211 0.32
H 0.00017 3.63672 -2.99769 0.14
H -0.40257 2.86995 -1.41617 -0.48
H 1.79025 2.09434 -1.11372 0.18
H 2.53681 3.15060 -2.32104 0.56
H 2.40119 0.87623 -3.27782 -0.07
H 1.02554 1.83216 -4.04493 0.43
H 0.28649 0.70621 -1.48896 -0.80
H -0.60829 0.55644 -3.06003 0.08
H 1.83583 -1.09936 -2.43894 -0.16
H 0.54650 -1.51539 -3.56120 0.41
H -1.09627 -1.73025 -1.55512 0.02
H 0.18214 -2.96687 -1.66574 0.57
H -3.02713 1.61891 -1.67585 0.10
H -3.37368 1.57750 0.02737 -0.12
H -4.86793 -0.41937 0.74063 0.31
H -4.04510 -1.63492 -0.01834 0.38
H -3.74569 -1.79788 -2.12888 0.36
H -3.36402 -0.41419 -3.00146 0.06
H -5.11965 1.48987 -2.26812 0.09
H -5.64030 1.40300 -0.72258 0.44
H -5.32241 0.69959 4.25023 0.37
H 3.68760 -2.96627 -0.35863 0.21
H 2.60007 -2.78061 -1.70060 0.16
H 1.06557 -4.56059 -0.74040 0.53
H 2.66809 -5.04631 -1.26189 -0.36
H 1.61074 -5.48378 1.04265 0.30
C 4.11591 -8.03247 -1.80666 0.35
Cl 3.91269 -6.75749 -3.02525 -0.10
Cl 2.52161 -8.54849 -1.23816 -0.10
Cl 4.96113 -9.40336 -2.52147 -0.08
Cl 5.05738 -7.40444 -0.44768 -0.07
C 5.86702 -2.56456 -2.83212 0.20
Cl 6.43114 -2.13539 -1.20869 -0.12
Cl 7.22794 -2.57564 -3.95024 -0.02
Cl 5.12339 -4.17315 -2.78773 -0.07
Cl 4.66326 -1.37421 -3.37096 -0.09
C 3.48606 -5.92501 4.59806 0.17
Cl 2.72853 -4.35719 4.24177 0.02
Cl 3.94243 -6.71994 3.08489 -0.04
Cl 4.92496 -5.66709 5.58747 -0.09
Cl 2.33928 -6.93988 5.47640 -0.08
C 1.02525 7.95435 -3.43198 0.30
Cl 0.16386 9.49233 -3.58343 -0.11
Cl 1.36259 7.30625 -5.04409 -0.11
Cl 2.54911 8.21523 -2.57033 -0.12
Cl 0.03575 6.79600 -2.53141 0.06
C -4.81572 4.21989 -2.16886 0.06
Cl -3.91936 5.71908 -2.37913 -0.03
Cl -6.52054 4.48110 -2.54799 -0.07
Cl -4.15026 2.97888 -3.25149 0.05
Cl -4.66242 3.67074 -0.48737 0.02
C -4.45991 4.69975 7.97220 0.35
Cl -5.10750 6.15018 7.19929 -0.10
Cl -5.69072 3.42990 7.97327 -0.10
Cl -3.04168 4.13838 7.07372 -0.08
Cl -3.99428 5.07357 9.63609 -0.10
C -3.18319 1.97898 -6.97428 0.25
Cl -4.15706 1.07024 -8.13083 -0.08
Cl -1.54110 2.17040 -7.60139 -0.10
Cl -3.90353 3.56790 -6.71291 -0.08
Cl -3.11968 1.08797 -5.43546 -0.07
C -1.23343 -3.00578 7.97391 0.23
Cl -1.82779 -1.56679 7.13565 0.03
Cl -2.49075 -4.24827 7.97949 -0.11
Cl 0.20160 -3.62343 7.13229 -0.06
Cl -0.80656 -2.58936 9.63670 -0.10
C 10.06359 -4.49121 -6.69480 0.37
Cl 10.81917 -4.11437 -8.24469 -0.09
Cl 8.65386 -5.52683 -6.95839 -0.10
Cl 11.22400 -5.32531 -5.65651 -0.09
Cl 9.54740 -2.98745 -5.91086 -0.08
```

**Frontier orbital gap**: 6.7 eV
**Total charge**: +1
**DFT total energy**: -595853.3474 eV